A structure of composition C4H5CoO5 in a non-equilibrium geometry. Source: the Open Molecules 2025 dataset; level of theory: ωB97M-V with the def2-TZVPD basis set.

```
15
C4H5CoO5 ωB97M-V with the def2-TZVPD basis set
O 0.60 -1.46 -0.28
Co 2.46 -0.56 -0.43
O 1.94 -1.22 1.42
C 0.76 -1.52 1.12
O -0.28 -1.60 1.77
O 1.55 1.35 -0.11
C 0.45 1.84 0.07
C -0.85 1.25 -0.38
O -0.76 0.17 -1.25
C -0.79 -1.11 -0.70
H 0.36 2.79 0.64
H -1.40 2.06 -0.89
H -1.44 1.03 0.53
H -1.00 -1.80 -1.53
H -1.61 -1.22 0.02
```

Net charge ... 0
HOMO-LUMO gap (alpha / beta) ... 0.0877 / 0.2490 hartree
Lowest unoccupied orbital energy (alpha / beta) ... -2.241 / -2.262 eV
ΔE to the lowest compared entry with this formula, charge and spin ... 51.59 kcal per mole
Multiplicity ... 5
Expectation value of S² ... 6.01



A cluster of 2 separate species, CH5NOS2 in total in a non-equilibrium geometry. Source: the Open Molecules 2025 dataset; level of theory: ωB97M-V with the def2-TZVPD basis set.

```
10
CH5NOS2 ωB97M-V with the def2-TZVPD basis set
S 3.21 -0.38 -0.39
S 2.35 -0.59 -2.33
H 4.03 0.61 -0.76
H 2.80 0.61 -2.77
C -2.68 -0.21 0.87
N -1.48 -0.04 1.54
O -3.33 0.72 0.45
H -2.95 -1.21 0.50
H -1.30 0.93 1.80
H -0.66 -0.43 1.09
```

Net charge ... 0
HOMO-LUMO gap ... 0.3251 hartree
Lowest unoccupied orbital energy ... -0.093 eV
SMILES ... NC=O.SS
ΔE to the lowest compared entry with this formula, charge and spin ... 19.29 kcal per mole



A cluster of 2 separate species, C2H8NO in total in a non-equilibrium geometry. Source: the Open Molecules 2025 dataset; level of theory: ωB97M-V with the def2-TZVPD basis set.

```
12
C2H8NO ωB97M-V with the def2-TZVPD basis set
O 2.21 -0.71 1.45
H 2.59 -0.29 2.22
C -0.36 -0.26 -1.60
N 0.16 0.05 -0.24
C -0.82 0.57 0.72
H 0.43 -0.78 -2.11
H -1.28 -0.89 -1.61
H -0.46 0.61 -2.41
H 0.98 -0.34 0.54
H -0.69 1.62 1.11
H -0.83 -0.09 1.56
H -1.93 0.52 0.37
```

Net charge ... -2
HOMO-LUMO gap (alpha / beta) ... 0.1090 / 0.2603 hartree
Lowest unoccupied orbital energy (alpha / beta) ... 7.648 / 7.679 eV
ΔE to the lowest compared entry with this formula, charge and spin ... 40.76 kcal per mole
Multiplicity ... 2
Expectation value of S² ... 0.75



A cluster of 13 separate species, C25H76N12O15 in total in a non-equilibrium geometry. Source: the Open Molecules 2025 dataset; level of theory: ωB97M-V with the def2-TZVPD basis set.

```
128
C25H76N12O15 ωB97M-V with the def2-TZVPD basis set
C -6.07 -0.10 -1.09
C -5.40 -0.39 0.22
C -5.81 -1.77 0.75
O -3.99 -0.46 -0.01
H -5.65 -0.75 -1.83
H -5.91 0.89 -1.42
H -7.08 -0.40 -1.07
H -5.71 0.32 1.01
H -6.85 -1.67 1.11
H -5.22 -2.05 1.65
H -5.81 -2.51 -0.06
H -3.73 0.42 -0.30
C 1.01 0.35 -4.96
C 1.99 1.00 -3.98
C 2.99 -0.09 -3.58
O 2.63 2.20 -4.48
H 1.46 -0.13 -5.83
H 0.34 1.14 -5.34
H 0.59 -0.44 -4.41
H 1.35 1.35 -3.17
H 3.96 0.34 -3.38
H 3.06 -0.79 -4.43
H 2.66 -0.60 -2.70
H 3.09 1.84 -5.23
C -2.71 5.75 4.11
C -2.07 5.34 2.80
C -3.08 4.95 1.80
O -1.16 6.31 2.31
H -3.73 6.17 3.93
H -2.07 6.26 4.91
H -3.03 4.84 4.64
H -1.37 4.53 2.97
H -3.76 5.81 1.64
H -3.71 4.10 2.17
H -2.63 4.68 0.82
H -1.53 7.20 2.35
C -1.29 1.70 2.80
C -0.47 1.24 4.02
C 0.19 2.34 4.76
O -1.41 0.50 4.82
H -2.10 2.36 3.17
H -1.66 0.82 2.27
H -0.77 2.26 2.02
H 0.25 0.49 3.64
H -0.59 2.99 5.17
H 0.86 2.91 4.13
H 0.81 1.95 5.55
H -1.96 -0.03 4.23
C 0.96 -4.29 -1.82
C 1.63 -4.66 -0.55
C 1.03 -5.98 -0.04
O 3.04 -4.67 -0.91
H 1.38 -3.41 -2.35
H -0.07 -4.22 -1.59
H 0.92 -5.18 -2.43
H 1.52 -3.88 0.25
H 1.28 -6.80 -0.74
H -0.02 -5.85 -0.06
H 1.40 -6.29 0.94
H 3.51 -4.65 -0.02
C 5.23 -2.16 -1.86
O 6.09 -1.36 -2.11
N 4.23 -2.00 -1.00
N 5.36 -3.34 -2.48
H 3.90 -1.03 -0.83
H 3.61 -2.79 -0.99
H 4.71 -4.08 -2.20
H 6.20 -3.50 -2.96
C 4.03 1.57 -1.01
O 3.99 0.77 -0.09
N 5.12 1.64 -1.80
N 3.04 2.44 -1.24
H 5.03 2.33 -2.54
H 5.64 0.83 -2.04
H 2.97 3.18 -1.92
H 2.33 2.31 -0.57
C 4.18 -2.50 2.22
O 2.98 -2.67 1.93
N 4.97 -3.57 2.71
N 4.90 -1.35 2.19
H 4.51 -4.13 3.38
H 5.95 -3.64 2.88
H 4.62 -0.57 1.65
H 5.90 -1.33 2.36
C 0.64 -0.12 0.09
O 0.26 1.01 -0.33
N 1.73 -0.20 0.94
N -0.01 -1.28 -0.16
H 2.22 -1.08 1.07
H 2.31 0.62 0.90
H -0.95 -1.26 -0.59
H 0.04 -2.06 0.46
C -2.50 -3.65 -1.59
O -2.02 -3.57 -0.45
N -2.61 -4.74 -2.32
N -2.98 -2.44 -2.10
H -2.37 -5.58 -1.77
H -2.90 -4.82 -3.28
H -2.91 -2.26 -3.09
H -3.11 -1.62 -1.47
C 1.02 4.71 -0.81
O 1.01 4.35 -1.97
N 0.53 3.90 0.21
N 1.35 5.91 -0.45
H 0.20 4.32 1.07
H 0.24 2.91 -0.02
H 1.62 6.47 -1.22
H 0.95 6.38 0.37
C -1.83 3.33 -2.70
C -1.68 1.85 -3.13
O -1.86 0.87 -2.08
O -3.13 3.74 -2.33
H -1.51 3.94 -3.51
H -1.04 3.42 -1.94
H -0.68 1.86 -3.43
H -2.36 1.62 -3.96
H -1.15 1.00 -1.48
H -3.44 3.23 -1.59
C -1.26 -3.25 2.64
C -2.55 -2.54 2.52
O -2.75 -1.73 3.58
O -1.28 -3.94 3.87
H -0.48 -2.44 2.62
H -0.94 -3.90 1.92
H -3.40 -3.22 2.38
H -2.47 -1.95 1.58
H -2.47 -2.12 4.36
H -0.47 -4.00 4.32
```

Net charge ... 0
HOMO-LUMO gap ... 0.3581 hartree
Lowest unoccupied orbital energy ... 0.464 eV



A cluster of 5 separate species, C32H45BrO15 in total in a non-equilibrium geometry. Source: the Open Molecules 2025 dataset; level of theory: ωB97M-V with the def2-TZVPD basis set.

```
93
C32H45BrO15 ωB97M-V with the def2-TZVPD basis set
C 4.92 -2.66 -1.26
C 5.17 -2.43 0.22
C 6.25 -3.35 0.84
C 4.49 -1.51 1.04
C 4.79 -0.02 1.17
C 3.55 0.92 0.97
C 2.65 0.49 -0.23
C 3.54 0.50 -1.51
C 1.40 1.41 -0.52
C 0.02 0.82 -0.06
C -0.36 -0.50 -0.73
C -1.51 -1.07 -0.42
C -2.53 -0.47 0.54
C -3.32 -1.54 1.37
C -4.71 -1.89 0.77
C -5.00 -3.40 1.08
O -5.18 -4.16 -0.12
C -1.82 -2.41 -1.07
O -2.89 -2.73 -1.46
C -0.60 -3.31 -1.23
Br -0.68 -5.20 -0.96
C 0.53 -2.75 -1.57
C 0.50 -1.23 -1.73
O 1.09 -0.72 -2.63
H 5.37 -3.59 -1.62
H 3.85 -2.67 -1.51
H 5.36 -1.85 -1.88
H 7.12 -3.32 0.17
H 6.45 -3.01 1.85
H 5.84 -4.38 0.84
H 3.64 -1.90 1.63
H 5.55 0.22 0.42
H 5.25 0.12 2.15
H 3.96 1.93 0.75
H 3.02 0.98 1.93
H 2.25 -0.51 0.02
H 3.15 1.17 -2.29
H 4.57 0.83 -1.32
H 3.51 -0.49 -1.96
H 1.55 2.33 0.07
H 1.29 1.72 -1.56
H -0.76 1.55 -0.35
H -0.05 0.73 1.03
H -3.27 0.06 -0.09
H -2.09 0.25 1.23
H -3.49 -1.09 2.36
H -2.67 -2.41 1.53
H -4.78 -1.71 -0.30
H -5.52 -1.34 1.26
H -4.21 -3.86 1.69
H -5.93 -3.49 1.67
H -4.44 -4.77 -0.21
H 1.44 -3.33 -1.72
C -7.72 -1.12 -1.28
C -8.85 -0.27 -1.79
O -9.35 0.34 -0.60
C -8.36 0.33 0.32
O -8.39 0.91 1.36
O -7.30 -0.41 -0.11
H -6.90 -1.21 -1.99
H -8.05 -2.12 -0.99
H -8.51 0.52 -2.47
H -9.62 -0.84 -2.29
C -2.04 2.35 4.00
C -1.35 3.41 4.82
O 0.03 3.17 4.54
C 0.10 2.54 3.35
O 1.11 2.34 2.74
O -1.13 2.15 2.92
H -3.02 2.66 3.63
H -2.16 1.41 4.55
H -1.61 4.42 4.50
H -1.56 3.32 5.89
C 5.14 5.13 2.44
C 5.89 4.72 3.68
O 6.52 3.50 3.28
C 6.63 3.53 1.92
O 7.25 2.75 1.28
O 5.93 4.57 1.40
H 5.06 6.21 2.33
H 4.13 4.70 2.39
H 6.66 5.44 3.97
H 5.23 4.55 4.53
C -0.39 0.66 -5.26
C -0.81 -0.78 -5.10
O -2.00 -0.84 -5.88
C -1.95 0.16 -6.80
O -2.71 0.28 -7.71
O -0.92 1.00 -6.54
H 0.69 0.79 -5.24
H -0.83 1.31 -4.51
H -0.08 -1.48 -5.52
H -1.00 -1.04 -4.07
```

Net charge ... 0
HOMO-LUMO gap ... 0.2059 hartree
Lowest unoccupied orbital energy ... -0.817 eV
SMILES ... CC(C)=CCC[C@H](C)CCC1=C(CCCCO)C(=O)C(Br)=CC1=O.O=C1OCCO1.O=C1OCCO1.O=C1OCCO1.O=C1OCCO1



An isolated molecule of C4H8Cl2 in a non-equilibrium geometry. Source: the Open Molecules 2025 dataset; level of theory: ωB97M-V with the def2-TZVPD basis set.

```
14
C4H8Cl2 ωB97M-V with the def2-TZVPD basis set
C -0.34 -0.68 -1.27
C -0.14 -0.35 1.36
C 0.78 1.46 -0.19
C -0.24 0.37 0.03
Cl 2.45 0.87 -0.01
Cl -1.83 1.23 -0.03
H -0.44 -0.10 -2.18
H -1.19 -1.33 -1.12
H 0.58 -1.25 -1.28
H -0.63 0.23 2.14
H 0.91 -0.49 1.63
H -0.62 -1.33 1.31
H 0.69 1.88 -1.19
H 0.64 2.26 0.55
```

Net charge ... 0
HOMO-LUMO gap ... 0.4227 hartree
Lowest unoccupied orbital energy ... 0.839 eV
SMILES ... CC(C)(Cl)CCl
ΔE to the lowest compared entry with this formula, charge and spin ... 4.52 kcal per mole



A cluster of 2 separate species, C4H4O3 in total. Source: the Open Molecules 2025 dataset; level of theory: ωB97M-V with the def2-TZVPD basis set.

```
11
C4H4O3 ωB97M-V with the def2-TZVPD basis set
C 1.21 -1.20 0.53
C 0.57 -0.02 0.15
O 1.32 0.73 -0.58
C -0.91 0.28 0.32
O -1.58 -0.29 1.15
C -1.59 1.18 -0.71
O -1.16 1.34 -1.82
H 0.65 -2.08 0.81
H 2.16 -1.07 1.06
H 1.88 -0.46 -0.54
H -2.57 1.58 -0.37
```

Net charge ... 0
HOMO-LUMO gap ... 0.2953 hartree
Lowest unoccupied orbital energy ... -1.554 eV
ΔE to the lowest compared entry with this formula, charge and spin ... 102.58 kcal per mole



A structure of composition C35H52OsP3SSb in a non-equilibrium geometry. Source: the Open Molecules 2025 dataset; level of theory: ωB97M-V with the def2-TZVPD basis set.

```
93
C35H52OsP3SSb ωB97M-V with the def2-TZVPD basis set
Os 0.22 1.29 -0.58
P 2.26 1.80 0.52
P -1.65 2.58 -0.61
P 0.89 1.59 -2.75
H 1.32 -3.85 -0.68
C 2.07 -3.30 -1.27
C 3.22 -2.70 -0.88
H 3.55 -2.53 0.15
C 2.75 0.90 2.04
C 2.45 3.56 1.07
C 3.79 1.48 -0.45
C -3.15 1.68 -1.20
C -2.26 3.22 1.01
C -1.73 4.10 -1.66
C 2.06 0.31 -3.33
C 1.81 3.15 -3.05
C -0.37 1.67 -4.08
H 1.84 -3.18 -2.33
H 3.93 -2.43 -1.66
H 2.76 -0.18 1.86
H 2.07 1.10 2.88
H 3.76 1.21 2.36
H 1.58 3.83 1.68
H 2.50 4.22 0.20
H 3.35 3.70 1.69
H 3.72 0.46 -0.85
H 4.72 1.51 0.16
H 3.90 2.22 -1.26
H -4.05 2.25 -0.89
H -3.19 0.67 -0.76
H -3.15 1.60 -2.29
H -3.21 3.76 0.86
H -1.52 3.92 1.44
H -2.42 2.40 1.73
H -2.60 4.70 -1.35
H -1.85 3.84 -2.73
H -0.82 4.70 -1.53
H 2.45 0.59 -4.32
H 1.55 -0.65 -3.40
H 2.90 0.20 -2.63
H 2.03 3.19 -4.12
H 2.75 3.18 -2.48
H 1.21 4.02 -2.78
H -0.02 1.15 -4.98
H -0.59 2.71 -4.34
H -1.29 1.17 -3.76
C -0.94 -2.03 -3.99
C -1.81 -1.70 -5.08
C -1.57 -2.20 -6.36
C -0.44 -2.99 -6.60
C 0.40 -3.38 -5.55
C 0.10 -2.96 -4.25
S -1.11 -1.35 -2.45
H 0.46 2.79 -0.08
H -2.67 -1.05 -4.87
H -2.28 -1.97 -7.16
H -0.23 -3.33 -7.62
H 1.28 -4.02 -5.72
H 0.67 -3.37 -3.41
C -1.72 1.90 5.86
C -0.71 2.45 5.06
C -0.40 1.87 3.82
C -1.10 0.74 3.37
C -2.09 0.18 4.18
C -2.41 0.76 5.42
Sb -0.42 -0.33 1.53
C 0.90 -1.69 2.83
C 1.58 -2.73 2.20
C 2.55 -3.46 2.89
C 2.84 -3.16 4.23
C 2.10 -2.17 4.89
C 1.11 -1.45 4.19
C -2.09 -1.74 1.52
C -1.90 -3.09 1.85
C -3.00 -3.95 1.91
C -4.29 -3.47 1.63
C -4.48 -2.12 1.32
C -3.38 -1.25 1.29
H -1.96 2.35 6.83
H -0.16 3.33 5.40
H 0.40 2.31 3.22
H -2.62 -0.72 3.88
H -3.19 0.32 6.04
H 1.37 -2.97 1.16
H 3.10 -4.26 2.38
H 3.63 -3.69 4.76
H 2.28 -1.95 5.94
H 0.53 -0.71 4.74
H -0.91 -3.47 2.11
H -2.85 -5.00 2.17
H -5.14 -4.15 1.67
H -5.48 -1.74 1.12
H -3.55 -0.18 1.13
```

Net charge ... +4
HOMO-LUMO gap (alpha / beta) ... 0.2357 / 0.0805 hartree
Lowest unoccupied orbital energy (alpha / beta) ... -11.694 / -15.372 eV
Multiplicity ... 5
Expectation value of S² ... 6.06



A cluster of 2 separate species, C4H13N3 in total in a non-equilibrium geometry. Source: the Open Molecules 2025 dataset; level of theory: ωB97M-V with the def2-TZVPD basis set.

```
20
C4H13N3 ωB97M-V with the def2-TZVPD basis set
C 1.16 -0.34 0.50
C 0.45 -1.13 -0.53
C -0.93 -0.69 -0.08
C -1.61 0.41 -0.56
N -1.59 1.62 0.37
N -1.47 -1.47 0.92
N 3.18 1.03 -0.74
H 1.18 0.72 0.28
H 1.67 -0.72 1.37
H 0.51 -2.24 -0.50
H 0.79 -0.91 -1.55
H -1.84 0.72 -1.56
H -2.35 2.28 0.17
H -1.73 1.24 1.31
H -0.71 2.13 0.34
H -2.45 -1.64 0.83
H -0.87 -2.07 1.46
H 3.52 1.89 -0.33
H 3.69 0.83 -1.58
H 3.38 0.28 -0.08
```

Net charge ... +1
HOMO-LUMO gap (alpha / beta) ... 0.3081 / 0.2738 hartree
Lowest unoccupied orbital energy (alpha / beta) ... -3.496 / -4.536 eV
ΔE to the lowest compared entry with this formula, charge and spin ... 56.43 kcal per mole
Multiplicity ... 2
Expectation value of S² ... 0.76



An isolated molecule of C3H6FN in a non-equilibrium geometry. Source: the Open Molecules 2025 dataset; level of theory: ωB97M-V with the def2-TZVPD basis set.

```
11
C3H6FN ωB97M-V with the def2-TZVPD basis set
C 0.87 -0.07 0.25
C -0.25 -1.12 -0.13
C 0.00 1.01 -0.09
H 1.25 -0.22 1.28
H -0.09 -1.96 -0.76
H -0.69 -1.29 0.87
H -1.77 0.15 -0.35
H -0.47 1.37 0.87
H 0.10 2.08 -0.46
N -0.82 0.11 -0.84
F 1.87 -0.06 -0.64
```

Net charge ... 0
HOMO-LUMO gap ... 0.3836 hartree
Lowest unoccupied orbital energy ... 0.942 eV
SMILES ... FC1CNC1
ΔE to the lowest compared entry with this formula, charge and spin ... 36.65 kcal per mole



A structure of composition C6H10N2 in a non-equilibrium geometry. Source: the Open Molecules 2025 dataset; level of theory: ωB97M-V with the def2-TZVPD basis set.

```
18
C6H10N2 ωB97M-V with the def2-TZVPD basis set
C -1.57 0.53 1.15
C -0.20 0.19 0.57
C 1.34 0.52 -0.63
C 1.71 -0.76 0.15
C 0.55 -1.02 0.81
C -0.18 0.14 -0.95
H -1.90 1.65 0.95
H -1.54 0.32 2.38
H -2.32 -0.20 1.01
H 0.51 2.09 0.35
H 2.04 0.96 -1.30
H 2.72 -1.18 0.43
H 0.41 -2.13 1.17
H -0.64 1.13 -1.03
H -0.24 -1.84 -1.16
H -1.21 -0.64 -2.64
N 0.81 1.17 0.61
N -0.28 -0.94 -1.86
```

Net charge ... 0
HOMO-LUMO gap ... 0.3453 hartree
Lowest unoccupied orbital energy ... 0.857 eV
ΔE to the lowest compared entry with this formula, charge and spin ... 143.51 kcal per mole



A cluster of 2 separate species, C4H12OS in total in a non-equilibrium geometry. Source: the Open Molecules 2025 dataset; level of theory: ωB97M-V with the def2-TZVPD basis set.

```
18
C4H12OS ωB97M-V with the def2-TZVPD basis set
C -1.95 -0.62 -1.33
C -1.14 -1.11 -0.11
C 0.32 -0.68 -0.23
C 1.14 -1.07 0.99
S 2.93 -0.84 0.89
H -2.96 -0.29 -1.06
H -1.52 0.31 -1.73
H -1.99 -1.30 -2.19
H -1.30 -2.18 -0.03
H -1.56 -0.59 0.73
H 0.29 0.40 -0.37
H 0.77 -1.11 -1.13
H 0.94 -2.09 1.29
H 0.86 -0.39 1.79
H 3.25 -1.41 -0.28
H 0.39 3.64 0.66
H 1.22 4.81 1.05
O 0.30 4.51 1.07
```

Net charge ... 0
HOMO-LUMO gap ... 0.3582 hartree
Lowest unoccupied orbital energy ... 0.622 eV
SMILES ... CCCCS.O
ΔE to the lowest compared entry with this formula, charge and spin ... 9.87 kcal per mole



A structure of composition C9H10F3NO3SZr in a non-equilibrium geometry. Source: the Open Molecules 2025 dataset; level of theory: ωB97M-V with the def2-TZVPD basis set.

```
28
C9H10F3NO3SZr ωB97M-V with the def2-TZVPD basis set
C 2.44 0.89 -0.52
C 2.44 0.21 0.76
C 1.58 0.94 1.65
C 1.03 2.06 0.92
C 1.56 2.03 -0.42
Zr 0.22 0.11 -0.10
C 0.73 -1.93 -0.68
C 0.60 -1.30 -2.04
C 1.30 -1.70 -3.18
N -0.25 -0.18 -2.05
H 1.35 0.68 2.66
H 2.99 -0.68 0.99
H 0.33 2.78 1.30
H 1.34 2.72 -1.21
H 2.95 0.55 -1.41
H 1.63 -2.48 -0.50
H -0.41 0.30 -2.88
H -0.20 -2.43 -0.38
H 1.91 -2.59 -3.14
H 1.19 -1.16 -4.11
F -4.23 -0.31 3.27
C -4.00 0.41 2.14
F -4.93 0.12 1.20
F -3.99 1.73 2.42
S -2.26 -0.11 1.47
O -1.29 0.03 2.55
O -2.30 -1.50 1.08
O -1.75 0.81 0.19
```

Net charge ... 0
HOMO-LUMO gap ... 0.2748 hartree
Lowest unoccupied orbital energy ... -0.173 eV
ΔE to the lowest compared entry with this formula, charge and spin ... 0.00 kcal per mole